ORCA calculation (wB97M-V/def2-TZVPD) on the molecule C7H11N at a distorted geometry.

Results
Strongest force on any atom, eV/A: 6.235
HOMO-LUMO gap, eV: 9.75
LUMO energy, eV: 1.00
DFT total energy, eV: -8922.824

Atoms and positions in Å:
C1 0.508 -0.712 0.007
C2 -0.523 -1.251 1.035
C3 -0.916 -1.054 -0.448
C4 -1.640 0.286 -0.650
C5 -0.765 1.305 0.342
C6 0.610 0.704 0.155
C7 1.780 1.307 0.019
H1 1.901 -1.242 -1.528
H2 2.374 -1.116 0.335
H3 -0.463 -2.196 1.193
H4 -1.112 -0.633 1.741
H5 -1.481 -1.913 -0.803
H6 -2.778 0.389 -0.555
H7 -1.700 0.809 -1.718
H8 -1.231 1.429 1.371
H9 -0.606 2.233 -0.023
H10 1.682 2.402 -0.123
H11 2.721 0.589 -0.006
N1 1.639 -1.336 -0.346

Atomic forces in eV per Å
C -3.3762 -0.5166 1.1039
C -1.0008 5.5238 -2.0922
C -1.3684 1.6299 1.0860
C -0.8950 3.3849 -0.7556
C -1.3262 -2.9684 -0.3527
C -0.8292 0.9426 0.7849
C 0.8012 -0.0892 -0.1329
H -0.6922 -0.0647 5.1004
H 0.0386 -0.3963 -1.1409
H 0.5430 -5.9604 1.4749
H 1.1198 -0.4353 -0.2549
H 1.2171 -0.2065 -0.7915
H 1.4572 -0.8805 1.0718
H 1.3003 -1.5018 1.6362
H 0.9966 -0.5709 -1.1297
H -0.5281 3.3240 -1.4073
H 1.1628 -0.6714 0.5249
H -1.8212 2.6116 -0.4031
N 3.2006 -3.1548 -4.3223

natural (NBO) population analysis, charges in e, atoms 1 to 5: 0.0633, -0.3988, -0.2500, -0.4105, -0.4451

***

ORCA calculation (wB97M-V/def2-TZVPD) on a structure of composition C7H11N2 at a distorted geometry.

Results
Strongest force on any atom, eV/A: 5.105
Charge: +1
HOMO-LUMO gap, eV: 10.62
LUMO energy, eV: -3.18
DFT total energy, eV: -10407.924

Atoms and positions in Å:
C1 -1.921 -1.110 -0.340
C2 -1.370 -0.884 0.835
C3 -0.314 2.490 0.325
C4 -0.175 1.316 0.859
C5 1.334 -0.591 0.099
C6 -1.005 -0.170 -1.085
C7 -0.348 0.009 0.252
N1 1.611 -1.793 0.535
N2 2.060 0.127 -0.689
H1 -2.802 -1.625 -0.645
H2 -1.641 -1.099 1.871
H3 -0.450 3.324 0.985
H4 -0.360 2.758 -0.738
H5 -0.368 1.247 1.877
H6 -0.619 -0.795 -2.057
H7 -1.511 0.710 -1.417
H8 1.055 -2.254 1.171
H9 2.363 -2.332 0.138
H10 1.491 0.793 -1.075
H11 2.971 -0.119 -0.901

Atomic forces in eV per Å
C -0.7727 0.4610 -0.2841
C 0.2939 -0.5501 1.4757
C -0.0382 1.9339 -1.2909
C -1.4053 -0.5111 -0.2602
C -4.2659 -0.9536 0.6342
C -0.5583 -2.9939 -3.6641
C 5.0375 -0.8228 0.1047
N 1.8730 1.0916 -1.5175
N -0.7854 -1.5518 1.9067
H -0.4264 -0.3318 -0.2041
H 0.2129 -0.1069 -0.3565
H 0.1968 0.4351 0.1735
H 0.0739 -0.4690 0.2990
H 0.3961 0.0990 2.1045
H 0.0643 1.9433 2.3529
H -0.2228 0.6196 -0.4003
H -1.6603 -0.9602 1.4727
H 0.3673 0.0008 0.1747
H -0.4206 2.6914 -1.7353
H 2.0402 -0.0243 -0.9855

natural (NBO) population analysis, charges in e, atoms 1 to 5: -0.0779, -0.2467, -0.3216, -0.2562, 0.5842

***

ORCA calculation (wB97M-V/def2-TZVPD) on the ion C7H11N2 with charge +1 at a distorted geometry.

Results
Strongest force on any atom, eV/A: 6.676
Charge: +1
HOMO-LUMO gap, eV: 10.84
LUMO energy, eV: -3.31
DFT total energy, eV: -10406.465

Atoms and positions in Å:
C1 2.793 1.484 1.387
C2 1.664 1.011 1.449
C3 -1.818 0.894 -0.707
C4 -2.248 -0.378 -0.216
C5 -0.937 -1.169 -0.336
C6 1.406 -0.316 -1.056
C7 0.492 0.064 1.233
N1 -0.577 1.221 -0.748
N2 0.155 -0.174 -0.206
H1 3.556 2.080 1.550
H2 -2.530 1.549 -1.169
H3 -2.715 -0.273 0.760
H4 -3.095 -0.645 -0.908
H5 -0.931 -1.943 0.510
H6 -0.851 -1.751 -1.207
H7 1.565 0.482 -1.759
H8 2.331 -0.372 -0.409
H9 1.284 -1.256 -1.641
H10 -0.422 0.413 1.768
H11 0.878 -0.920 1.706

Atomic forces in eV per Å
C -6.0421 -2.8318 0.2233
C 0.8728 -0.4389 -1.2293
C 1.9185 2.1989 -0.7099
C -0.9667 -1.1156 -1.2686
C -0.8340 -1.6233 3.0585
C 0.6241 -2.0451 0.2549
C 1.6504 -0.0556 1.9801
N -0.5198 -2.1466 0.5004
N -0.1179 2.5477 -0.5058
H 3.6198 2.4147 0.4260
H -0.1245 0.8504 0.1444
H 0.2319 -0.2144 0.3351
H 0.9446 -0.5959 0.6913
H 0.5362 1.1949 -1.0102
H 0.1437 -0.2103 -1.4232
H -0.5229 0.5708 0.0602
H -1.3358 -0.0988 -0.6392
H 0.2001 0.6338 0.4862
H 0.7088 -0.3445 -0.4523
H -0.9873 1.3094 -0.9218

natural (NBO) population analysis, charges in e, atoms 1 to 5: -0.1084, -0.0677, 0.1154, -0.5094, -0.2342

***

ORCA calculation (wB97M-V/def2-TZVPD) on the ion C7H11N2 with charge +1 at a distorted geometry.

Results
Strongest force on any atom, eV/A: 3.923
Charge: +1
HOMO-LUMO gap (alpha / beta), eV: 7.73 / 8.50
LUMO energy (alpha / beta), eV: -4.56 / -4.25
DFT total energy, eV: -10405.113

Atoms and positions in Å:
C1 -1.641 -1.562 -0.227
C2 -0.395 -1.298 0.130
C3 -2.687 0.568 0.009
C4 -1.637 1.751 0.104
C5 -0.419 1.090 -0.224
C6 2.291 -0.447 -0.606
C7 1.520 0.073 0.673
N1 -2.641 -0.632 -0.169
N2 0.047 0.003 0.632
H1 -1.940 -2.429 -0.778
H2 0.286 -1.997 -0.072
H3 -1.914 2.398 -0.606
H4 -1.887 2.159 1.069
H5 -0.112 1.069 -1.212
H6 1.701 -0.223 -1.482
H7 3.249 0.177 -0.662
H8 2.711 -1.501 -0.397
H9 1.985 1.048 0.630
H10 1.822 -0.331 1.612
H11 -0.338 0.084 1.577

Atomic forces in eV per Å
C 0.0612 0.2549 -0.8090
C -2.6712 1.3064 0.2184
C -0.1265 -2.2671 -0.5091
C 0.9620 -2.0804 2.0924
C -1.7194 0.8974 1.9862
C 1.8082 -0.8678 2.2135
C 2.6754 -0.0289 -0.9785
N -0.9541 2.3242 0.8474
N -0.0860 0.4765 -0.6409
H 0.2891 -0.7456 0.1833
H 2.9621 -2.3128 -0.4229
H -0.9124 2.7382 -2.6569
H 0.4551 0.1572 0.4735
H 0.7171 -0.4488 -1.5929
H 0.0785 -0.6280 -0.4399
H -1.4232 -0.7340 -0.0329
H -1.2155 1.3614 -1.1203
H -1.5259 1.0052 0.7860
H 0.4319 -0.8483 0.4249
H 0.1936 0.4402 -0.0223

natural (NBO) population analysis, charges in e, atoms 1 to 5: 0.0106, -0.0750, 0.4658, -0.5054, -0.1046